Record 1
This record from the Open Molecules 2025 dataset describes C21H50Cl2OP2Tc as an isolated structure at a distorted geometry. The level of theory is wB97M-V/def2-TZVPD.

Output
spin multiplicity: 4
frontier orbital gap (alpha / beta): 5.8 / 6.6 eV
relative energy (zero: lowest compared OMol25 entry of this formula, charge and spin): 0.0 kJ/mol
LUMO (alpha / beta): 0.47 / 0.46 eV
DFT total energy: -2589.2656 hartree

XYZ file:
```
77
Properties=species:S:1:pos:R:3:lowdin_spin:R:1
Tc 0.1185 0.5024 -0.5267 2.22
Cl 0.8533 -1.6474 -1.1063 0.11
P 2.2194 1.1993 -0.6515 0.06
C 2.9146 0.8493 -2.3473 -0.01
C 2.6034 2.9886 -0.3109 0.00
C 3.2950 0.1350 0.4335 0.04
C 1.8445 0.7763 -3.4384 0.00
H 3.3499 -0.1547 -2.2171 0.00
C 4.0327 1.8059 -2.7689 0.00
H 3.6405 2.8082 -2.9920 0.00
H 4.4798 1.4185 -3.6947 0.00
H 4.8336 1.8992 -2.0299 0.00
H 1.0499 0.0537 -3.2104 0.00
H 2.3318 0.4425 -4.3660 0.00
H 1.3888 1.7565 -3.6343 0.00
H 3.1754 -0.8569 -0.0394 0.00
C 2.7555 0.0322 1.8657 0.02
C 4.7801 0.5065 0.3772 0.01
H 5.2242 0.2687 -0.5960 0.00
H 5.3079 -0.0922 1.1328 0.00
H 4.9665 1.5659 0.6017 0.00
H 1.6575 0.0468 1.9246 0.02
H 3.1456 0.8414 2.4994 0.00
H 3.0955 -0.9259 2.2858 0.00
C 1.6174 3.8767 -1.0711 0.00
H 3.6150 3.1313 -0.7141 0.00
C 2.5994 3.3466 1.1742 0.00
H 1.5867 3.6597 -2.1475 0.00
H 1.9129 4.9305 -0.9559 0.00
H 0.6028 3.7681 -0.6568 0.00
H 1.6639 3.0230 1.6486 0.00
H 2.6537 4.4432 1.2638 0.00
H 3.4519 2.9210 1.7187 0.00
Cl -0.5786 1.7606 1.2901 0.09
H -1.0455 -0.6731 0.3936 0.05
P -2.2129 -1.6292 0.4173 0.06
C -1.6017 -3.1941 1.0974 0.01
C -3.4170 -0.8420 1.5176 0.01
C -2.8504 -1.9478 -1.2514 0.01
C -0.3094 -3.0530 1.9138 0.00
H -1.3529 -3.7606 0.1807 0.00
C -2.6985 -3.9506 1.8640 0.00
H -2.8682 -3.5122 2.8596 0.00
H -2.3456 -4.9805 2.0065 0.00
H -3.6502 -3.9966 1.3157 0.00
H 0.5171 -2.6932 1.2879 0.00
H -0.0320 -4.0504 2.2816 0.00
H -0.4233 -2.3943 2.7855 0.00
H -1.9357 -2.3026 -1.7596 0.00
C -3.3807 -0.7476 -2.0404 0.00
C -3.8963 -3.0671 -1.2055 0.00
H -3.4536 -4.0307 -0.9305 0.00
H -4.3297 -3.1689 -2.2086 0.00
H -4.7162 -2.8293 -0.5117 0.00
H -2.9544 0.2100 -1.7277 0.00
H -4.4783 -0.6915 -2.0052 0.00
H -3.1007 -0.8886 -3.0927 0.00
C -2.8012 -0.5519 2.8894 0.00
H -4.2018 -1.6156 1.6079 0.00
C -4.0069 0.4319 0.9110 0.00
H -2.4470 -1.4515 3.4084 0.00
H -3.5808 -0.0922 3.5101 0.00
H -1.9755 0.1689 2.7869 0.00
H -3.2097 1.1643 0.6989 0.00
H -4.6797 0.8763 1.6583 0.00
H -4.5888 0.2389 0.0040 0.00
C -1.8518 2.0946 -3.9052 0.01
C -1.3688 2.3987 -2.4979 0.03
C -2.3968 3.1443 -1.6698 0.00
O -1.0132 1.1747 -1.8688 0.24
H -2.7427 1.4535 -3.8868 0.00
H -1.0782 1.5895 -4.4964 0.00
H -2.1217 3.0345 -4.3934 0.00
H -0.4708 3.0366 -2.5731 0.00
H -3.3028 2.5441 -1.5363 0.00
H -1.9906 3.4016 -0.6907 0.00
H -2.6962 4.0686 -2.1811 0.00
```

Record 2
This record from the Open Molecules 2025 dataset describes C21H50ClKLiMgN4O14S2 as an isolated structure at a distorted geometry. The level of theory is wB97M-V/def2-TZVPD.

Output
frontier orbital gap: 3.4 eV
net charge: +1
LUMO: -4.92 eV
DFT total energy: -4165.8212 hartree

XYZ file:
```
95
Properties=species:S:1:pos:R:3:lowdin_charge:R:1
C -1.4210 5.8806 3.9951 -0.10
C -1.4611 4.5908 3.1028 -0.41
O -1.0678 3.4843 3.9163 -0.12
C -2.8250 4.2431 2.5264 -0.21
N -3.4227 5.2673 1.7051 -0.03
C -2.4940 6.0206 0.9480 -0.22
C -1.6892 5.2030 -0.0171 -0.17
O -0.4038 5.7685 0.0191 -0.13
O 0.4368 5.2846 -1.1106 -0.24
S 2.0135 5.4246 -0.6325 0.98
O 1.9844 6.0334 0.6801 -0.66
O 2.6778 3.9512 -0.5014 -0.20
C 3.0118 3.5853 -1.8373 -0.32
O 1.9931 2.9469 -2.4841 -0.02
C 2.3340 1.5728 -2.6079 -0.26
O 1.2829 0.8462 -3.0482 -0.06
C 0.9575 -0.2235 -2.1715 -0.17
C -0.3465 -0.8029 -2.6464 -0.22
O -0.3882 -2.1927 -2.4239 -0.13
H -0.4197 6.2547 3.9940 0.06
H -2.0961 6.6079 3.6131 0.06
H -1.6969 5.5924 5.0498 -0.06
H -0.7054 4.6403 2.3601 0.11
H -1.9103 3.0964 4.3288 -0.06
H -2.7734 3.3012 2.0371 0.12
H -3.4730 4.0852 3.3403 0.06
H -4.0101 5.8510 2.2413 0.11
H -3.0588 6.6868 0.3417 0.12
H -1.8690 6.6597 1.5386 0.10
H -2.1158 5.3192 -0.9812 0.12
H -1.6672 4.1568 0.1738 0.13
H 3.8632 2.9550 -1.8381 0.13
H 3.2162 4.4746 -2.3839 0.11
H 3.1086 1.5229 -3.3431 0.14
H 2.7181 1.1848 -1.6879 0.14
H 1.7216 -0.9583 -2.2796 0.06
H 0.8652 0.1182 -1.1691 0.14
H -0.4379 -0.6304 -3.6960 0.11
H -1.1427 -0.3332 -2.1420 0.12
H 0.4099 -2.5412 -2.8529 -0.09
K 2.1224 8.0151 0.6593 1.03
Cl -2.7787 4.1103 5.7178 0.26
C 1.7754 -8.2666 -4.4220 -0.02
C 0.5923 -7.5516 -3.7535 -0.52
C -0.0313 -8.4755 -2.7083 -0.15
C 0.8110 -8.6820 -1.4494 -0.16
C 1.7181 -7.4862 -1.1249 -0.13
C 1.2547 -6.1572 -1.7185 -0.54
N 1.1444 -6.3200 -3.1610 -0.16
O 0.7485 -5.1441 -3.8202 -0.54
C 2.3617 -5.1468 -1.4254 -0.07
C -0.0116 -5.6869 -1.0197 -0.01
C -0.4668 -7.3362 -4.8195 -0.07
H 2.2156 -7.6378 -5.1980 0.08
H 1.4645 -9.2065 -4.8910 0.09
H 2.5571 -8.5002 -3.7027 0.08
H -1.0035 -8.0768 -2.4120 0.11
H -0.2473 -9.4446 -3.1594 0.12
H 0.1432 -8.8768 -0.6116 0.11
H 1.4237 -9.5775 -1.5529 0.11
H 1.8203 -7.3948 -0.0454 0.12
H 2.7255 -7.7022 -1.4929 0.12
H 3.2838 -5.4191 -1.9544 0.09
H 2.5907 -5.1066 -0.3638 0.10
H 2.0691 -4.1291 -1.7272 -0.02
H 0.1631 -5.5844 0.0438 0.10
H -0.8421 -6.3806 -1.1460 0.08
H -0.3340 -4.7127 -1.3835 0.07
H -0.7780 -8.2948 -5.2304 0.09
H -0.0788 -6.7362 -5.6509 0.03
H -1.3538 -6.8449 -4.4111 0.08
N -1.3258 -5.2337 -7.2807 0.32
H -0.8423 -5.1130 -6.3730 0.08
H -1.0999 -6.1600 -7.6527 0.16
H -2.3355 -5.1575 -7.1440 0.16
H -1.0125 -4.5148 -7.9356 0.16
Li -0.1995 -3.6379 -4.6696 0.49
C 0.0876 8.4112 5.6653 -0.40
O 1.1068 8.7986 5.1243 -0.02
N 0.0450 7.7443 6.8107 -0.18
C -1.2088 7.3065 7.4011 -0.05
C 1.2953 7.4434 7.4917 -0.03
H -0.9100 8.5861 5.2317 0.13
H -1.3264 7.7542 8.3886 0.09
H -1.2103 6.2206 7.4985 0.08
H -2.0457 7.6046 6.7766 0.09
H 1.8190 8.3692 7.7271 0.09
H 1.9336 6.8447 6.8431 0.09
H 1.0942 6.8975 8.4062 0.09
O -2.9524 1.1261 4.3049 -0.23
S -2.2443 0.0493 5.0360 0.25
O -3.2148 -0.9855 5.3775 -0.21
O -1.6610 0.6082 6.2635 -0.20
O -1.1751 -0.4851 4.1874 -0.23
Mg 2.4684 -3.3565 -3.6919 0.73
```

Record 3
This record from the Open Molecules 2025 dataset describes a 7-piece molecular cluster, C21H50ClN8O9PS overall at a distorted geometry. The level of theory is wB97M-V/def2-TZVPD.

Output
frontier orbital gap: 9.0 eV
LUMO: 0.51 eV
DFT total energy: -3145.1435 hartree

XYZ file:
```
91
Properties=species:S:1:pos:R:3:lowdin_charge:R:1
C 2.0037 -0.8126 0.5517 -0.12
N 1.5296 -0.1331 -0.6956 -0.16
C 0.3096 -0.8089 -1.2016 -0.29
N -0.9752 -0.1099 -0.8968 -0.23
C -1.7181 -0.7265 0.1919 -0.58
O -1.6483 -0.4419 1.3931 0.02
O -2.6200 -1.7754 -0.2096 -0.47
S -2.8291 -2.8570 1.0868 0.84
P -0.8396 1.6449 -0.7398 0.68
O 0.0147 2.0585 0.7041 -0.39
Cl 0.3763 2.4417 -2.3262 0.10
H 2.3724 -1.8535 0.2762 0.09
H 1.1278 -0.8175 1.2778 0.09
H 2.8391 -0.2092 1.0303 0.09
H 2.2467 -0.3188 -1.4197 0.10
H 0.2583 -1.8335 -0.6703 0.13
H 0.4008 -1.0615 -2.3148 0.13
H -3.5044 -2.1900 2.1227 -0.07
H 0.4142 2.9537 0.5934 0.02
C -7.8022 -2.7607 -0.8613 -0.08
N -7.4772 -2.6217 -2.2652 0.00
C -6.3445 -2.1057 -2.8191 -0.55
C -5.2737 -1.6072 -1.8865 -0.02
O -6.2244 -2.0596 -4.0357 0.02
H -7.9767 -3.8181 -0.6508 0.08
H -8.7192 -2.2012 -0.6626 0.08
H -7.0081 -2.3917 -0.2163 0.07
H -8.1512 -2.9361 -2.9481 0.14
H -4.4340 -1.2260 -2.4662 0.08
H -5.6644 -0.7955 -1.2687 0.09
H -4.9163 -2.4243 -1.2567 0.06
C -1.1263 3.3243 5.8090 -0.08
N -0.8161 3.4608 4.4026 0.01
C 0.3146 3.9655 3.8364 -0.53
C 1.4038 4.4537 4.7526 -0.01
O 0.4183 4.0100 2.6170 0.01
H -1.3087 2.2683 6.0208 0.08
H -2.0355 3.8926 6.0183 0.08
H -0.3214 3.6854 6.4449 0.07
H -1.5012 3.1530 3.7269 0.14
H 2.2377 4.8260 4.1550 0.04
H 1.0320 5.2699 5.3761 0.09
H 1.7625 3.6326 5.3783 0.09
C 4.5700 5.4759 -0.1588 -0.08
N 3.8861 5.4347 1.1178 0.02
C 4.0238 6.2810 2.1716 -0.53
C 5.0002 7.4186 2.0365 -0.01
O 3.3629 6.1026 3.1875 0.01
H 3.8203 5.5675 -0.9450 0.07
H 5.1118 4.5354 -0.2878 0.09
H 5.2667 6.3056 -0.2284 0.06
H 3.2141 4.6971 1.2806 0.14
H 5.0012 8.0066 2.9539 0.08
H 6.0076 7.0302 1.8729 0.09
H 4.7067 8.0679 1.2090 0.09
C -2.1981 -8.5576 3.9541 -0.08
N -2.9200 -7.3234 3.7314 0.00
C -2.8702 -6.5045 2.6433 -0.54
C -1.9630 -6.8957 1.5077 -0.03
O -3.5506 -5.4873 2.6119 -0.01
H -2.9243 -9.3589 4.1084 0.08
H -1.5934 -8.4453 4.8568 0.08
H -1.5522 -8.8132 3.1174 0.07
H -3.5485 -6.9976 4.4516 0.14
H -2.0292 -6.1530 0.7190 0.05
H -0.9291 -6.9415 1.8533 0.09
H -2.2694 -7.8621 1.1001 0.09
C 3.9377 8.2742 -5.7066 -0.08
N 4.4691 8.2368 -4.3603 0.00
C 4.5191 7.1789 -3.5054 -0.54
C 3.9615 5.8644 -3.9834 0.00
O 5.0055 7.3153 -2.3904 0.02
H 4.7387 8.5757 -6.3850 0.08
H 3.1405 9.0198 -5.7419 0.08
H 3.5435 7.3105 -6.0208 0.07
H 4.8598 9.0841 -3.9742 0.14
H 4.0698 5.1168 -3.1984 0.07
H 2.8999 5.9701 -4.2165 0.09
H 4.5096 5.5231 -4.8641 0.09
C 0.7826 -8.4790 -3.1360 -0.08
N 0.2908 -7.8897 -1.9082 0.01
C 0.0391 -6.5775 -1.6474 -0.52
C 0.2911 -5.5826 -2.7484 0.00
O -0.3781 -6.2408 -0.5469 0.01
H 0.0467 -9.2047 -3.4889 0.08
H 1.7190 -8.9973 -2.9186 0.08
H 0.9542 -7.7348 -3.9101 0.07
H 0.0996 -8.4988 -1.1259 0.14
H 0.0463 -4.5812 -2.3954 0.08
H 1.3446 -5.6007 -3.0359 0.09
H -0.3398 -5.8095 -3.6104 0.09
```

Record 4
This record from the Open Molecules 2025 dataset describes a 4-piece molecular cluster, C21H53B2NO15P3 overall at a distorted geometry. The level of theory is wB97M-V/def2-TZVPD.

Output
frontier orbital gap: 4.4 eV
net charge: -1
LUMO: 0.36 eV
DFT total energy: -3089.1356 hartree

XYZ file:
```
95
Properties=species:S:1:pos:R:3:lowdin_charge:R:1
C -2.9420 1.6374 5.8593 -0.07
N -3.4513 0.4198 5.1463 -0.13
C -3.8327 -0.6467 6.0884 -0.13
B -2.3532 0.0239 4.2432 -0.53
O -2.2368 0.6479 2.9532 0.05
B -1.2197 -1.0969 4.7253 0.05
C 0.0093 -0.5229 5.5791 -0.74
O 1.1397 -0.3307 5.1045 -0.06
O -0.3073 -0.2365 6.7916 -0.09
H -3.5118 2.5083 5.4478 0.08
H -1.8457 1.7573 5.6575 0.09
H -3.0474 1.5631 6.9604 0.09
H -4.0090 -1.5988 5.5348 0.09
H -4.8241 -0.3745 6.5459 0.08
H -3.1295 -0.7784 6.9465 0.09
H -1.4562 1.2266 3.0440 0.09
H -1.3769 -2.2461 4.4660 0.05
O -2.6253 5.1433 -1.7289 -0.23
P -1.2933 5.0166 -1.0344 0.63
O -1.6872 3.9522 0.1522 -0.21
C -1.7917 2.5735 -0.2021 -0.28
C -0.4429 1.9707 -0.5512 -0.09
O -1.3700 6.4279 -0.1689 -0.23
C -2.2743 7.4566 -0.5698 -0.31
C -3.6289 7.3068 0.1011 -0.08
O 0.3263 4.9120 -0.5855 -0.20
C 1.2826 5.3553 -1.5678 -0.29
C 1.1319 6.8246 -1.9178 -0.08
H -2.4971 2.4547 -1.0307 0.11
H -2.2077 2.0494 0.6619 0.11
H -0.0373 2.4284 -1.4611 0.06
H -0.5336 0.8972 -0.7256 0.08
H 0.2766 2.1430 0.2492 0.09
H -2.3717 7.4771 -1.6568 0.10
H -1.8315 8.4146 -0.2857 0.11
H -3.9825 6.2768 0.1055 0.07
H -4.3759 7.9291 -0.3968 0.07
H -3.5689 7.6158 1.1473 0.07
H 1.1847 4.7365 -2.4647 0.11
H 2.2741 5.1772 -1.1493 0.12
H 0.1870 7.0127 -2.4372 0.07
H 1.9416 7.1475 -2.5744 0.08
H 1.1352 7.4411 -1.0186 0.09
O 3.6917 3.2024 -4.4860 -0.23
P 4.0979 1.7535 -4.3950 0.64
O 4.7880 1.7434 -2.9047 -0.21
C 3.9191 1.7192 -1.7731 -0.28
C 3.1780 0.4007 -1.6365 -0.08
O 5.4651 1.8570 -5.3253 -0.23
C 5.6366 2.9630 -6.2123 -0.31
C 6.3544 4.1189 -5.5372 -0.08
O 4.2555 0.0799 -4.4752 -0.20
C 3.4265 -0.5835 -5.4480 -0.28
C 3.7286 -0.1544 -6.8727 -0.08
H 3.2136 2.5543 -1.8309 0.10
H 4.5436 1.8758 -0.8905 0.12
H 2.4868 0.2568 -2.4738 0.06
H 2.5974 0.3815 -0.7130 0.08
H 3.8732 -0.4382 -1.6387 0.08
H 4.6745 3.2788 -6.6191 0.10
H 6.2274 2.6151 -7.0633 0.11
H 5.9838 4.3121 -4.5316 0.07
H 6.2525 5.0324 -6.1271 0.08
H 7.4190 3.8950 -5.4350 0.07
H 2.3762 -0.3966 -5.2067 0.11
H 3.6055 -1.6540 -5.3409 0.12
H 3.4566 0.8929 -7.0366 0.07
H 3.1633 -0.7591 -7.5837 0.08
H 4.7924 -0.2503 -7.0906 0.09
O -2.3943 -5.9751 3.4225 -0.21
P -1.8409 -6.7823 2.2785 0.63
O -0.2504 -6.3793 2.3881 -0.21
C 0.5307 -7.0094 3.3978 -0.29
C 0.7442 -8.4902 3.1271 -0.09
O -2.2910 -5.7623 1.0572 -0.23
C -3.3179 -4.7910 1.2860 -0.30
C -2.7469 -3.4761 1.7883 -0.06
O -1.4640 -7.9216 1.0920 -0.21
C -2.4604 -8.9318 0.8578 -0.29
C -3.7771 -8.3597 0.3629 -0.09
H 0.0642 -6.8581 4.3758 0.11
H 1.4979 -6.5016 3.4125 0.12
H -0.2030 -9.0365 3.1817 0.06
H 1.4240 -8.9211 3.8644 0.08
H 1.1536 -8.6462 2.1291 0.08
H -4.0682 -5.1845 1.9742 0.10
H -3.8334 -4.6257 0.3365 0.11
H -1.9835 -3.6116 2.5524 0.06
H -3.5377 -2.8443 2.1971 0.08
H -2.2665 -2.9352 0.9696 0.08
H -2.6132 -9.5014 1.7796 0.11
H -2.0523 -9.6139 0.1103 0.12
H -4.2611 -7.7552 1.1355 0.07
H -4.4655 -9.1615 0.0891 0.08
H -3.6204 -7.7144 -0.5015 0.09
```